{"formula": "C32H36BF24N3O8", "method": "ωB97M-V/def2-TZVPD", "elements": ["C", "C", "C", "N", "C", "C", "C", "C", "C", "O", "C", "C", "C", "C", "O", "C", "O", "C", "C", "O", "C", "N", "C", "B", "N", "O", "H", "H", "H", "H", "H", "H", "H", "H", "H", "H", "H", "H", "H", "H", "H", "H", "H", "H", "H", "H", "H", "H", "H", "H", "F", "C", "F", "C", "F", "F", "C", "O", "C", "F", "F", "C", "F", "F", "H", "H", "H", "H", "F", "C", "F", "C", "F", "F", "C", "O", "C", "F", "F", "C", "F", "F", "H", "H", "H", "H", "F", "C", "F", "C", "F", "F", "C", "O", "C", "F", "F", "C", "F", "F", "H", "H", "H", "H"], "positions_angstrom": [[-6.1086, -0.2190, 3.6017], [-5.2529, -0.8822, 4.3641], [-3.8413, -1.0203, 3.8848], [-3.5346, -2.0563, 3.1592], [-2.2303, -2.0623, 2.7426], [-1.7935, -3.1152, 1.9647], [-0.5566, -3.2071, 1.5040], [-0.1163, -4.3713, 0.6442], [-0.8538, -5.6714, 0.9696], [-0.6060, -5.9720, 2.3416], [0.3663, -2.1709, 1.8113], [1.7747, -2.2853, 1.2910], [-0.0126, -1.1380, 2.5581], [0.9467, -0.0157, 2.8789], [2.0926, -0.4458, 3.6014], [1.7868, -0.7383, 4.9298], [2.7122, -1.7120, 5.3371], [2.2841, -2.3377, 6.5437], [3.5011, -2.8513, 7.3077], [3.1854, -4.0951, 7.9361], [-1.3239, -1.0745, 3.0560], [-1.6893, -0.0226, 3.8510], [-2.9323, -0.0034, 4.2552], [-3.3937, 1.2054, 5.1905], [-3.6989, 0.9298, 6.6110], [-3.4612, 2.4689, 4.7130], [-7.0727, 0.1236, 3.9530], [-5.8250, 0.0362, 2.5892], [-5.5627, -1.2989, 5.3155], [-2.5005, -3.8919, 1.7199], [-0.1882, -4.1227, -0.4160], [0.9267, -4.5716, 0.8776], [-1.9203, -5.5818, 0.7725], [-0.4141, -6.4533, 0.3477], [-1.4411, -6.2226, 2.7483], [2.1853, -3.2309, 1.6422], [2.4156, -1.5150, 1.6995], [1.8308, -2.2490, 0.2030], [0.4529, 0.7756, 3.4411], [1.2463, 0.4332, 1.9328], [0.7699, -1.1438, 5.0308], [1.8918, 0.1756, 5.5354], [1.6086, -3.1712, 6.3295], [1.7291, -1.5963, 7.1321], [4.2946, -3.0634, 6.6001], [3.7860, -2.1289, 8.0736], [2.4653, -3.9635, 8.5621], [-2.8592, 0.7344, 7.1504], [-4.2877, 0.1107, 6.7132], [-3.1968, 3.0953, 5.4013], [0.8121, 1.0354, -1.9514], [1.0445, 2.3555, -2.0665], [2.1862, 2.6104, -1.3786], [-0.0942, 3.2069, -1.4971], [-0.2009, 3.0168, -0.1634], [0.2881, 4.5025, -1.6796], [-1.4892, 3.0747, -2.1423], [-2.4614, 2.2483, -1.5018], [-2.5357, 0.8938, -1.7413], [-1.7534, 0.5343, -2.7812], [-3.8096, 0.6326, -2.1126], [-2.2400, 0.0646, -0.4907], [-1.0183, 0.3416, -0.0074], [-2.2772, -1.2530, -0.8069], [1.2222, 2.5923, -3.1188], [-1.9211, 4.0719, -2.0696], [-1.4237, 2.8649, -3.2098], [-2.9789, 0.2660, 0.2886], [6.4913, 5.4476, -4.2309], [5.5781, 4.4642, -4.2931], [5.1016, 4.4382, -5.5613], [4.4114, 4.6868, -3.3256], [3.7096, 5.7873, -3.6690], [3.5777, 3.6192, -3.5037], [4.7277, 4.7349, -1.8158], [4.8327, 6.0067, -1.1779], [6.0132, 6.7223, -1.1426], [7.0542, 5.9851, -1.5726], [6.2560, 7.0093, 0.1559], [5.9027, 8.0584, -1.8846], [5.5653, 7.8770, -3.1744], [7.0985, 8.6897, -1.8532], [6.0688, 3.5078, -4.0918], [3.8557, 4.2890, -1.3407], [5.5628, 4.0849, -1.5554], [5.1486, 8.6913, -1.4124], [-2.4030, -0.5741, -5.8530], [-1.5397, -1.1943, -5.0275], [-0.4118, -0.4412, -4.9953], [-1.1920, -2.6086, -5.4986], [-0.5304, -2.5659, -6.6758], [-0.3174, -3.1009, -4.5746], [-2.3360, -3.6385, -5.5974], [-2.9143, -3.9034, -6.8737], [-3.9524, -3.1487, -7.3852], [-4.4651, -2.3183, -6.4588], [-4.9376, -4.0144, -7.7130], [-3.5558, -2.4123, -8.6694], [-2.5100, -1.5923, -8.4619], [-4.5964, -1.6594, -9.0936], [-1.9632, -1.2178, -4.0251], [-1.8710, -4.5875, -5.3332], [-3.0998, -3.4692, -4.8385], [-3.2882, -3.1290, -9.4485]], "atomic_forces_ev_per_a": [[-0.094, 0.192, 0.129], [0.033, 0.162, -0.457], [-1.179, -0.986, 0.414], [0.648, 0.411, 0.058], [-1.034, -0.358, 0.060], [-1.653, -1.245, -0.297], [1.733, -0.174, -0.933], [-0.160, -0.221, 0.657], [0.559, 0.474, -0.055], [-0.312, -0.153, -0.071], [1.119, -1.427, -1.355], [0.081, 0.063, 0.252], [0.150, 1.643, 1.223], [-0.300, 0.346, 0.009], [0.002, 0.020, -0.158], [0.261, -0.244, -0.246], [-0.111, 0.054, 0.316], [0.185, 0.490, -0.302], [-0.975, -0.435, 0.249], [0.146, -0.056, 0.059], [-0.058, 1.220, 0.875], [-0.041, -0.036, -0.163], [-0.183, 0.840, -0.144], [-0.128, -0.648, 0.423], [0.238, 0.184, -0.047], [1.040, 0.072, -0.151], [-0.203, -0.412, -0.103], [0.046, 0.367, 0.020], [0.190, 0.181, 0.194], [-0.313, 0.012, 0.106], [0.004, -0.037, -0.073], [0.112, -0.028, -0.238], [-0.083, -0.170, -0.118], [-0.259, -0.152, -0.070], [0.172, -0.013, 0.060], [0.191, -0.054, -0.151], [0.036, 0.057, -0.072], [-0.110, -0.141, -0.061], [-0.191, -0.052, -0.038], [0.497, -0.032, 0.066], [-0.077, 0.109, -0.092], [-0.056, -0.064, 0.137], [0.034, -0.072, -0.117], [0.010, -0.109, 0.201], [0.187, 0.140, 0.056], [0.411, 0.105, -0.199], [0.100, 0.046, -0.031], [-0.082, 0.100, 0.074], [0.096, -0.051, 0.027], [-0.701, 0.122, 0.001], [-0.331, -0.067, 0.089], [0.461, -0.040, -0.315], [-0.168, 0.138, 0.199], [-0.458, -0.220, 0.559], [0.102, -0.118, -0.038], [0.083, -0.014, -0.246], [-0.442, 0.285, -0.376], [0.668, -0.405, 0.291], [-0.154, 0.891, -0.528], [0.117, 0.003, 0.291], [0.007, -0.173, 0.122], [-0.099, -0.242, 0.461], [0.152, 0.096, -0.144], [-0.046, 0.061, -0.171], [-0.080, 0.073, 0.011], [0.038, -0.007, 0.128], [0.186, -0.234, 0.033], [-0.064, 0.040, -0.087], [-0.013, 0.200, 0.255], [0.044, -0.295, -0.372], [-0.125, -0.031, 0.076], [-0.151, 0.674, 0.390], [0.131, 0.011, -0.127], [0.196, -0.163, -0.104], [-0.061, -0.288, 0.606], [0.208, 0.314, -0.747], [-0.239, -0.866, 0.300], [-0.026, 0.135, -0.204], [-0.005, 0.165, -0.017], [-0.068, 0.379, -0.070], [0.017, -0.215, -0.055], [0.013, -0.096, 0.103], [-0.041, 0.000, 0.080], [-0.055, 0.076, -0.073], [0.189, 0.112, -0.216], [0.013, -0.069, 0.092], [-0.151, -0.176, -0.217], [0.147, 0.204, 0.253], [0.060, -0.185, -0.018], [-0.010, -0.205, -0.757], [-0.044, 0.138, 0.002], [-0.136, 0.058, 0.217], [-0.305, -0.539, 0.256], [0.242, 0.753, -0.222], [0.089, -0.495, 0.790], [0.127, 0.165, -0.125], [-0.001, 0.032, -0.161], [0.068, 0.073, -0.378], [0.038, 0.022, 0.216], [-0.064, -0.092, 0.091], [-0.032, -0.160, 0.009], [0.088, 0.035, -0.079], [-0.034, 0.299, -0.063], [-0.060, -0.077, 0.064]], "lowdin_charge": [0.043, -0.120, -0.261, 0.216, -0.198, 0.008, -0.161, -0.111, -0.255, -0.054, -0.152, -0.001, -0.123, -0.141, -0.090, -0.260, -0.088, -0.197, -0.211, -0.075, -0.163, 0.201, -0.108, -0.554, 0.148, 0.176, 0.065, 0.072, 0.109, 0.120, 0.130, 0.104, 0.107, 0.114, 0.088, 0.092, 0.072, 0.097, 0.117, 0.134, 0.132, 0.145, 0.131, 0.120, 0.125, 0.118, 0.082, 0.075, 0.051, 0.113, 0.101, -0.302, 0.081, -0.435, 0.132, 0.107, -0.028, 0.052, -0.523, 0.127, 0.148, -0.275, 0.112, 0.099, 0.168, 0.149, 0.148, 0.177, 0.102, -0.307, 0.095, -0.431, 0.135, 0.093, -0.031, 0.046, -0.536, 0.150, 0.143, -0.288, 0.103, 0.099, 0.173, 0.131, 0.148, 0.175, 0.104, -0.317, 0.093, -0.434, 0.133, 0.104, -0.035, 0.043, -0.536, 0.150, 0.143, -0.288, 0.104, 0.099, 0.150, 0.147, 0.146, 0.175], "smiles": "C=Cc1nc2cc(CCO)c(C)c(COCOCCO)c2nc1B(N)O.FC(F)C(F)(F)COC(F)(F)C(F)F.FC(F)C(F)(F)COC(F)(F)C(F)F.FC(F)C(F)(F)COC(F)(F)C(F)F", "max_force_ha_per_bohr": 0.044, "lumo_energy_ev": -0.10, "homo_lumo_gap_ev": 8.85, "energy_ev": -120514.3284, "e_homo_ev": -8.952}


{"formula": "C13H17FFeN2", "method": "ωB97M-V/def2-TZVPD", "elements": ["C", "C", "H", "H", "H", "H", "H", "H", "C", "C", "C", "C", "H", "H", "H", "H", "N", "C", "C", "N", "C", "C", "C", "H", "H", "C", "H", "H", "Fe", "C", "H", "H", "H", "F"], "positions_angstrom": [[3.0568, 0.0773, 3.9993], [1.6763, 0.1232, 4.7202], [3.6152, -0.8445, 4.2503], [3.7656, 0.9574, 3.8641], [2.7124, -0.1372, 2.9502], [0.8655, -0.0080, 3.9275], [1.3871, -0.5315, 5.6115], [1.4185, 1.1663, 4.9620], [1.9690, -0.4405, -1.7027], [2.3830, -0.7232, -3.0072], [1.3968, -0.8810, -4.0141], [-0.0009, -0.8410, -3.7002], [2.6342, -0.3906, -0.8074], [3.4762, -0.8078, -3.1989], [1.7405, -1.0560, -5.0524], [-0.7895, -1.0463, -4.4406], [0.6428, -0.1736, -1.4964], [-0.3662, -0.4904, -2.3812], [-1.7246, -0.3792, -1.7707], [-1.6789, -0.0316, -0.4390], [-2.7177, -0.0734, 0.4470], [-4.1120, -0.3351, -1.4664], [-3.9885, -0.1318, -0.0796], [-2.4715, -0.0217, 1.5231], [-4.8286, -0.0190, 0.6193], [-3.0007, -0.5439, -2.3330], [-3.0873, -0.7997, -3.3990], [-5.1275, -0.3590, -1.8759], [-0.0597, 0.3920, 0.1021], [0.1591, 2.1767, 0.7368], [-0.8413, 2.6217, 0.8528], [0.7726, 2.6956, -0.0243], [0.7253, 2.0374, 1.7123], [0.3979, -1.1814, 0.9105]], "atomic_forces_ev_per_a": [[-0.307, -1.185, -1.758], [-1.711, 1.116, -0.414], [-0.002, 0.671, 0.141], [-1.222, -0.865, 1.025], [0.775, 0.214, 0.626], [1.028, -0.540, 0.991], [1.050, 0.785, -1.264], [0.354, -0.210, 0.589], [-1.551, 0.370, -0.845], [0.022, -0.153, 0.110], [-0.523, 0.015, 0.279], [0.710, 0.174, 0.335], [-0.685, 0.196, -0.961], [-1.092, -0.062, -0.114], [-0.450, 0.029, 0.773], [0.669, 0.077, 0.257], [1.117, -2.068, -2.980], [2.050, 0.358, -0.497], [-1.468, 0.677, 1.339], [-4.087, -2.360, -1.324], [0.690, 0.273, -1.782], [0.012, -0.215, -0.632], [-0.090, -0.163, 0.049], [-0.100, 0.192, -0.824], [0.140, -0.221, -0.728], [0.016, 0.229, 0.604], [-0.322, 0.190, 0.627], [0.464, -0.095, -0.002], [3.750, 1.032, 4.620], [0.767, 1.023, 0.976], [0.533, 0.328, 0.208], [-0.285, 0.255, 0.592], [-0.693, 0.679, -0.969], [0.441, -0.747, 0.952]], "lowdin_charge": [-0.180, -0.189, 0.053, 0.076, 0.049, 0.061, 0.077, 0.045, -0.060, -0.054, -0.046, 0.008, 0.139, 0.116, 0.111, 0.111, -0.051, -0.155, -0.154, -0.080, -0.065, -0.045, -0.054, 0.139, 0.115, 0.011, 0.113, 0.108, 0.599, -0.261, -0.025, -0.022, -0.005, -0.485], "max_force_ha_per_bohr": 0.117, "multiplicity": 5, "lumo_energy_ev": [-0.60, -0.90], "homo_lumo_gap_ev": [5.91, 6.27], "energy_ev": -53838.3901, "e_homo_ev": [-6.513, -7.176]}